No. 1
{"formula": "C52H47N6OPSSnTe", "method": "ωB97M-V/def2-TZVPD", "spin_multiplicity": 2, "e_above_lowest_kj_mol": 0.0, "orbital_gap_ev": [6.78, 4.77], "homo_ha": [-0.5400, -0.5400], "total_charge": 3, "species": ["Sn", "N", "P", "C", "C", "C", "C", "C", "C", "C", "C", "C", "C", "C", "C", "C", "C", "C", "C", "C", "N", "H", "H", "H", "H", "H", "H", "H", "H", "H", "H", "H", "H", "H", "H", "H", "N", "C", "C", "C", "C", "C", "C", "S", "N", "C", "C", "C", "C", "C", "C", "N", "H", "H", "H", "H", "H", "H", "H", "H", "H", "C", "C", "C", "C", "C", "C", "Te", "N", "C", "O", "C", "C", "C", "C", "C", "C", "C", "C", "C", "C", "C", "C", "C", "C", "C", "C", "H", "H", "H", "H", "H", "H", "H", "H", "H", "H", "H", "H", "H", "H", "H", "H", "H", "H", "H", "H", "H", "H", "H"], "xyz": [[0.46, -0.60, -0.45], [1.50, -3.46, 0.13], [-0.24, -3.07, 0.71], [0.03, -3.68, 2.37], [0.40, -2.76, 3.35], [0.72, -3.19, 4.63], [0.68, -4.55, 4.92], [0.35, -5.48, 3.94], [0.03, -5.05, 2.66], [-1.43, -4.17, -0.07], [-1.56, -4.32, -1.46], [-2.62, -5.04, -1.98], [-3.58, -5.59, -1.14], [-3.49, -5.40, 0.23], [-2.42, -4.70, 0.77], [1.75, -3.36, -2.40], [2.52, -3.70, -3.50], [2.37, -3.00, -4.68], [1.44, -1.97, -4.74], [0.72, -1.68, -3.60], [0.86, -2.35, -2.45], [1.87, -4.05, 0.87], [0.45, -1.71, 3.12], [0.99, -2.48, 5.40], [0.93, -4.89, 5.92], [0.33, -6.53, 4.17], [-0.25, -5.77, 1.91], [-0.86, -3.87, -2.14], [-2.70, -5.18, -3.05], [-4.41, -6.14, -1.55], [-4.25, -5.80, 0.89], [-2.37, -4.56, 1.84], [3.23, -4.52, -3.43], [2.96, -3.26, -5.55], [1.28, -1.40, -5.64], [0.00, -0.87, -3.59], [5.14, -0.67, 1.16], [5.76, 0.53, 1.50], [6.99, 0.52, 2.15], [7.60, 1.71, 2.46], [7.00, 2.94, 2.14], [5.78, 2.96, 1.50], [5.15, 1.75, 1.18], [3.61, 1.78, 0.41], [3.21, 0.22, 0.19], [3.96, -0.79, 0.54], [3.44, -2.16, 0.24], [4.34, -3.15, -0.02], [4.12, -4.52, -0.45], [3.00, -5.05, -0.96], [1.76, -4.25, -1.17], [2.08, -2.17, 0.26], [5.60, -1.52, 1.46], [7.46, -0.43, 2.40], [8.56, 1.71, 2.96], [7.50, 3.86, 2.39], [5.30, 3.90, 1.25], [5.38, -2.88, 0.04], [4.98, -5.18, -0.34], [2.96, -6.10, -1.19], [0.91, -4.93, -1.27], [-5.15, 7.07, -3.65], [-4.37, 5.94, -3.05], [-3.99, 4.84, -3.81], [-3.28, 3.78, -3.27], [-2.91, 2.63, -4.17], [-2.94, 3.85, -1.91], [-1.78, 2.27, -1.20], [-2.85, 1.75, 0.38], [-2.42, 0.69, 0.98], [-1.37, 0.01, 0.62], [-3.23, 0.19, 2.13], [-2.66, -0.67, 3.06], [-3.41, -1.14, 4.13], [-4.73, -0.75, 4.27], [-5.30, 0.12, 3.35], [-4.56, 0.60, 2.29], [-0.24, 3.33, -0.19], [-0.17, 3.26, 1.19], [0.78, 4.02, 1.87], [1.64, 4.83, 1.15], [1.58, 4.87, -0.24], [0.64, 4.12, -0.94], [0.57, 4.20, -2.44], [-3.31, 4.94, -1.10], [-2.96, 5.07, 0.36], [-4.02, 5.97, -1.70], [-5.23, 6.98, -4.73], [-4.68, 8.03, -3.42], [-6.16, 7.10, -3.24], [-4.27, 4.81, -4.86], [-3.50, 2.67, -5.09], [-3.11, 1.66, -3.72], [-1.86, 2.67, -4.45], [-1.63, -0.95, 2.94], [-2.96, -1.80, 4.86], [-5.31, -1.11, 5.11], [-6.33, 0.43, 3.47], [-4.99, 1.28, 1.57], [-0.89, 2.67, 1.75], [0.80, 4.00, 2.95], [2.35, 5.46, 1.67], [2.25, 5.52, -0.79], [1.15, 5.04, -2.81], [-0.45, 4.34, -2.80], [0.97, 3.29, -2.91], [-2.98, 4.11, 0.88], [-3.69, 5.72, 0.85], [-1.98, 5.52, 0.48], [-4.32, 6.81, -1.09]], "lowdin_spin": [-0.001, 0.000, 0.000, 0.000, 0.000, 0.000, 0.000, 0.000, 0.000, 0.000, 0.000, 0.000, 0.000, 0.000, 0.000, 0.000, 0.000, 0.000, 0.000, 0.000, 0.000, 0.000, 0.000, 0.000, 0.000, 0.000, 0.000, 0.000, 0.000, 0.000, 0.000, 0.000, 0.000, 0.000, 0.000, 0.000, 0.146, 0.092, -0.004, 0.070, 0.039, 0.012, 0.106, 0.366, 0.147, 0.019, 0.000, -0.004, 0.000, -0.003, 0.000, 0.004, 0.003, -0.002, 0.003, 0.001, -0.001, 0.000, 0.000, 0.000, 0.000, 0.000, 0.000, 0.000, 0.000, 0.000, 0.000, 0.000, 0.000, 0.000, 0.000, 0.000, 0.000, 0.000, 0.000, 0.000, 0.000, 0.000, 0.001, 0.003, 0.001, -0.001, 0.000, 0.000, 0.000, 0.000, 0.000, 0.000, 0.000, 0.000, 0.000, 0.000, 0.000, 0.000, 0.000, 0.000, 0.000, 0.000, 0.000, 0.000, 0.000, 0.000, 0.000, 0.000, 0.000, 0.000, 0.000, 0.000, 0.000, 0.000]}

No. 2
{"formula": "C27H32MgN4OS", "method": "ωB97M-V/def2-TZVPD", "orbital_gap_ev": 7.80, "homo_ha": -0.2854, "total_charge": 0, "species": ["Mg", "C", "C", "N", "C", "C", "C", "S", "N", "C", "O", "C", "C", "C", "C", "C", "C", "H", "H", "H", "H", "H", "H", "H", "H", "H", "H", "H", "H", "H", "H", "H", "C", "C", "C", "C", "C", "C", "C", "C", "C", "C", "N", "C", "C", "C", "C", "C", "N", "H", "H", "H", "H", "H", "H", "H", "H", "H", "H", "H", "H", "H", "H", "H", "H", "H"], "xyz": [[-1.03, 1.18, 0.03], [-0.01, -2.69, -4.70], [-0.38, -3.36, -3.42], [-1.31, -2.66, -2.55], [-2.66, -3.17, -2.48], [-3.59, -2.50, -3.49], [-0.91, -1.54, -1.93], [-2.04, -0.90, -0.79], [0.35, -1.18, -2.19], [1.01, -0.10, -1.77], [0.48, 0.91, -1.19], [2.46, -0.07, -2.08], [3.12, -1.04, -2.83], [4.52, -1.01, -2.88], [5.20, 0.07, -2.30], [4.55, 1.08, -1.66], [3.17, 0.98, -1.55], [0.69, -3.31, -5.27], [0.51, -1.75, -4.52], [-0.91, -2.52, -5.33], [0.52, -3.54, -2.84], [-0.82, -4.35, -3.64], [-3.09, -3.04, -1.48], [-2.62, -4.28, -2.61], [-3.70, -1.44, -3.26], [-4.60, -2.93, -3.38], [-3.31, -2.62, -4.54], [2.54, -1.87, -3.23], [5.03, -1.84, -3.37], [6.27, 0.04, -2.33], [5.10, 1.87, -1.16], [2.55, 1.72, -1.04], [1.99, -1.15, 1.18], [2.22, 0.11, 2.03], [1.25, 0.17, 3.19], [1.61, -0.44, 4.39], [0.77, -0.47, 5.50], [-0.53, 0.04, 5.37], [-0.93, 0.71, 4.21], [-2.33, 1.30, 4.10], [-3.15, 0.60, 3.01], [-0.01, 0.82, 3.15], [-0.43, 1.55, 2.01], [-0.60, 2.83, 2.17], [-1.18, 3.65, 1.19], [-1.44, 5.03, 1.18], [-2.11, 5.30, -0.01], [-2.18, 4.06, -0.71], [-1.68, 3.08, 0.03], [2.66, -1.16, 0.36], [0.93, -1.21, 0.89], [2.17, -2.09, 1.73], [2.02, 0.99, 1.41], [3.24, 0.11, 2.34], [2.61, -0.87, 4.37], [1.05, -0.94, 6.44], [-1.22, -0.10, 6.18], [-2.29, 2.36, 3.86], [-2.87, 1.20, 5.04], [-2.76, 0.74, 2.00], [-4.21, 0.95, 3.01], [-3.14, -0.49, 3.19], [-0.29, 3.31, 3.09], [-1.15, 5.74, 1.93], [-2.41, 6.27, -0.37], [-2.66, 3.85, -1.65]], "nbo_charge": [1.729, -0.622, -0.211, -0.402, -0.222, -0.622, 0.394, -0.495, -0.675, 0.687, -0.851, -0.088, -0.187, -0.212, -0.195, -0.226, -0.177, 0.214, 0.231, 0.205, 0.215, 0.199, 0.237, 0.202, 0.225, 0.214, 0.205, 0.229, 0.217, 0.211, 0.221, 0.237, -0.600, -0.444, 0.071, -0.235, -0.214, -0.202, -0.030, -0.428, -0.587, 0.094, -0.707, 0.176, -0.063, -0.226, -0.334, 0.002, -0.704, 0.214, 0.205, 0.206, 0.215, 0.212, 0.208, 0.216, 0.207, 0.213, 0.217, 0.185, 0.214, 0.210, 0.190, 0.218, 0.218, 0.199]}

No. 3
{"formula": "C4H7NO2", "method": "ωB97M-V/def2-TZVPD", "e_above_lowest_kj_mol": 534.5, "orbital_gap_ev": 8.12, "homo_ha": -0.2643, "total_charge": 0, "species": ["N", "C", "O", "C", "C", "C", "O", "H", "H", "H", "H", "H", "H", "H"], "xyz": [[-1.12, -0.83, 1.97], [-0.09, -0.73, 1.07], [-0.12, -1.40, -0.08], [0.94, 0.15, 1.25], [0.63, -0.07, -1.04], [-0.24, 0.25, -2.16], [0.24, 1.23, -1.21], [-2.03, -1.18, 1.71], [-1.10, -0.10, 2.67], [1.96, -0.23, 1.20], [0.74, 1.05, 1.82], [1.71, -0.24, -1.08], [-1.31, 0.05, -2.07], [0.17, 0.32, -3.17]], "nbo_charge": [-0.799, 0.578, -0.587, -0.784, 0.391, -0.159, -0.453, 0.389, 0.400, 0.222, 0.199, 0.215, 0.200, 0.188]}